A | Computed, not measured: C4H10N4 in the gas phase, with the ωB97M-V functional and the def2-TZVPD basis.

Structure (ORCA input):
```
! RIJCOSX wB97M-V def2-TZVPD def2/J DEFGRID3
* xyz 0 1
C 2.188 -0.283 -0.033
C -0.188 0.655 -0.564
C 0.697 -0.363 -0.136
N -2.466 1.067 -0.599
N 0.043 1.692 -1.440
N 0.136 -1.862 1.734
C -0.162 -1.268 0.532
N -1.384 0.443 0.031
H -2.870 0.465 -1.320
H -3.180 1.210 0.109
H -0.654 2.423 -1.366
H 0.993 2.028 -1.481
H -0.625 -2.369 2.168
H 0.637 -1.268 2.383
H -0.951 -1.795 0.001
H 2.550 -0.413 0.993
H 2.675 -1.050 -0.646
H 2.560 0.689 -0.367
*
```

- Molar mass: 114.15 u
- E_LUMO: 0.9361 eV

***

B | Computed, not measured: a molecular structure, C4H10N4, with the ωB97M-V functional and the def2-TZVPD basis.

Structure (ORCA input):
```
! RIJCOSX wB97M-V def2-TZVPD def2/J DEFGRID3
* xyz 0 1
C 2.778 0.091 0.141
C 0.244 -1.614 -0.688
C -1.029 -0.514 1.003
C 0.241 0.771 -0.619
N 3.648 -0.666 0.054
N -0.581 1.915 -0.564
N 1.869 0.985 0.460
N -0.433 -0.407 -0.331
H -0.574 -2.460 -0.668
H 0.660 -1.395 -1.583
H 0.878 -1.749 0.132
H -1.537 0.406 1.479
H -1.658 -1.308 1.062
H -0.297 -0.716 1.816
H 0.628 0.901 -1.629
H -1.147 2.135 0.260
H -0.144 2.825 -0.785
H 1.972 1.946 0.194
*
```

- Molar mass: 114.15 u
- E_LUMO: 0.5509 eV

***

C | Computed, not measured: 2 unconnected molecules or ions with the total composition C4H10N4, with the ωB97M-V functional and the def2-TZVPD basis.

Structure (ORCA input):
```
! RIJCOSX wB97M-V def2-TZVPD def2/J DEFGRID3
* xyz 0 1
C 1.154 2.269 -1.821
N -0.131 -2.601 2.752
N 0.741 1.897 -0.488
C -0.028 0.768 -0.260
C -0.637 -2.696 1.648
N -0.598 0.736 0.993
C -1.277 -2.609 0.531
N -0.247 -0.190 -1.066
H 0.656 -3.178 3.019
H 0.531 2.675 0.120
H -0.084 1.194 1.728
H -0.956 -0.173 1.250
H 0.128 -0.062 -1.997
H 1.830 3.120 -1.751
H 0.311 2.537 -2.470
H 1.696 1.439 -2.276
H -2.139 -3.214 0.321
H -0.949 -1.912 -0.232
*
```

- Molar mass: 114.15 u
- E_LUMO: 0.8701 eV

***

Out of the structures above, which one is the least stable? Solution: B.